{"formula": "C8H13NO3", "method": "ωB97M-V/def2-TZVPD", "homo_lumo_gap_ha": 0.312, "e_above_lowest_kj_mol": 568.05, "max_force_ev_per_a": 5.108, "e_lumo_ev": -0.2, "smiles": "C=C([N+](=O)[O-])C(C)(C)/C=C(/C)O", "molar_mass_g_mol": 171.2, "species": ["C", "C", "N", "O", "O", "C", "C", "C", "C", "C", "C", "O", "H", "H", "H", "H", "H", "H", "H", "H", "H", "H", "H", "H", "H"], "positions_angstrom": [[-2.144007, 0.660377, -1.325399], [-1.447227, 0.432296, -0.170320], [-2.194835, -0.457055, 0.726680], [-2.072080, -0.375495, 1.919495], [-2.960338, -1.249228, 0.235990], [-0.027974, 0.786806, 0.153133], [0.673066, 1.493341, -1.077155], [-0.053477, 1.864435, 1.271831], [0.674485, -0.444731, 0.672569], [1.431488, -1.306878, -0.090524], [1.599529, -2.698703, 0.417140], [2.038796, -0.957156, -1.237532], [-3.059453, 0.080099, -1.452098], [-1.725500, 1.087873, -2.127321], [0.415364, 0.989815, -2.129330], [1.773522, 1.638089, -0.972232], [0.200331, 2.403594, -1.152206], [1.018325, 2.154337, 1.152664], [-0.196046, 1.395937, 2.319936], [-0.673069, 2.691036, 1.175453], [0.066726, -0.864190, 1.544229], [1.009050, -3.456809, -0.133412], [1.246911, -2.780473, 1.477280], [2.652572, -2.986708, 0.337245], [1.753831, -0.100601, -1.536122]], "forces_ev_per_a": [[-0.2, -2.7, 4.3], [-1.3, 0.0, -3.5], [-0.7, -0.4, 0.3], [0.8, 0.8, 1.3], [-0.4, -0.6, -0.8], [0.2, 1.1, 0.2], [-0.4, -3.0, -1.4], [3.2, -2.5, 1.7], [-1.1, -1.7, -0.5], [-1.9, 1.6, 2.1], [0.3, -0.7, 0.3], [0.6, -1.6, -0.1], [0.1, 0.7, 0.0], [1.4, 2.0, -2.6], [0.7, 0.7, 2.2], [-0.9, -0.1, 0.2], [-0.7, 2.4, -0.3], [-0.7, 0.5, 1.0], [0.2, 0.8, -1.8], [-1.3, 1.4, -0.6], [1.6, 0.4, -1.1], [0.3, 0.6, -0.1], [0.5, 0.3, -1.0], [-0.1, -0.2, 0.2], [-0.2, 0.4, 0.0]]}

***

{"formula": "C4H11NO2", "method": "ωB97M-V/def2-TZVPD", "homo_lumo_gap_ha": 0.363, "e_above_lowest_kj_mol": 90.87, "max_force_ev_per_a": 1.706, "e_lumo_ev": 0.8, "smiles": "CC(=O)O.CCN", "molar_mass_g_mol": 105.1, "species": ["C", "C", "O", "O", "H", "H", "H", "H", "C", "C", "N", "H", "H", "H", "H", "H", "H", "H"], "positions_angstrom": [[1.563570, 2.342125, -0.653413], [0.840808, 1.935595, 0.599965], [-0.315332, 2.271295, 0.671391], [1.543944, 1.381636, 1.607907], [2.212484, 3.213676, -0.562846], [0.805526, 2.669749, -1.361413], [2.197174, 1.601744, -1.146317], [0.916824, 1.010588, 2.240631], [0.059348, -1.387034, -0.502454], [-1.163184, -2.215079, -0.056219], [-2.182628, -1.278208, 0.394493], [0.450966, -0.839985, 0.361825], [-0.164928, -0.833135, -1.409485], [1.010723, -1.911216, -0.665058], [-1.479319, -2.894664, -0.853993], [-0.858906, -2.789656, 0.817269], [-2.438958, -0.560444, -0.267524], [-2.998113, -1.716995, 0.785237]], "forces_ev_per_a": [[0.8, 0.0, -0.9], [-0.4, 1.6, -0.5], [-0.1, -0.8, 0.8], [0.1, -0.4, -0.7], [0.0, 0.0, 0.7], [-0.1, -0.3, 0.1], [-0.2, -0.3, 0.4], [-0.2, 0.2, 0.2], [0.8, -0.8, 0.7], [0.8, 0.7, 0.0], [0.2, 0.1, 0.3], [-0.9, 0.9, -0.3], [0.1, 0.6, 0.2], [-0.6, -0.9, -0.6], [0.0, -0.1, 0.0], [-0.1, -0.3, -0.1], [0.0, -0.2, -0.1], [-0.2, -0.1, -0.1]]}

***

{"formula": "C13H17AuIN7S", "method": "ωB97M-V/def2-TZVPD", "homo_lumo_gap_ha": [0.175, 0.175], "e_above_lowest_kj_mol": 24.72, "max_force_ev_per_a": 1.122, "total_charge": 2, "e_lumo_ev": [-9.7, -9.7], "molar_mass_g_mol": 627.3, "species": ["Au", "C", "C", "N", "C", "C", "S", "C", "C", "N", "H", "H", "H", "H", "H", "H", "H", "H", "H", "H", "H", "H", "H", "H", "I", "C", "C", "N", "N", "C", "H", "H", "H", "N", "C", "C", "C", "N", "C", "N"], "positions_angstrom": [[0.079105, -0.059516, -0.751481], [0.507869, 2.512701, 0.906447], [-0.044441, 1.535537, 1.936482], [0.355277, 0.151328, 1.657482], [1.684903, -0.290314, 2.064933], [2.836468, 0.231917, 1.198924], [2.609335, 0.110343, -0.613761], [2.697397, 1.854627, -1.146885], [1.351637, 2.481541, -1.462777], [0.291235, 2.062169, -0.507567], [1.572656, 2.670478, 1.051112], [0.022294, 3.477571, 1.054838], [-1.134482, 1.567486, 1.905781], [0.273429, 1.859771, 2.931332], [-0.316676, -0.464719, 2.099906], [1.685360, -1.379427, 2.026988], [1.905121, 0.003710, 3.095678], [3.713802, -0.379724, 1.408003], [3.096688, 1.263186, 1.424229], [3.310414, 1.859687, -2.047174], [3.249039, 2.391416, -0.376858], [1.029981, 2.174086, -2.456560], [1.458807, 3.569204, -1.467540], [-0.587258, 2.456129, -0.833378], [-5.831461, -1.752182, 0.194847], [-4.231626, -0.655098, -0.495297], [-4.264924, 0.522528, -1.208464], [-2.989520, 0.885607, -1.448667], [-2.127612, -0.013119, -0.938364], [-2.875023, -0.953127, -0.356113], [-5.102541, 1.106767, -1.554593], [-2.681506, 1.648776, -2.028749], [-2.428862, -1.808531, 0.127628], [0.068847, -1.933107, -1.385383], [0.136043, -3.077508, -1.100768], [0.148506, -4.386851, -0.785327], [-1.101906, -5.005513, -0.483891], [-2.120171, -5.458859, -0.201077], [1.380183, -5.101429, -0.744969], [2.373595, -5.677560, -0.688959]], "forces_ev_per_a": [[0.5, 0.7, 0.0], [0.0, 0.0, 0.1], [0.1, -0.1, -0.2], [-0.3, -0.2, 0.4], [0.0, 0.1, -0.1], [0.1, -0.1, 0.0], [-1.0, -0.3, 0.0], [0.1, 0.0, 0.0], [0.1, 0.1, -0.1], [-0.3, -0.4, 0.0], [0.0, 0.0, -0.1], [0.1, 0.1, -0.1], [0.0, 0.0, 0.1], [0.0, 0.1, 0.0], [0.0, 0.0, 0.0], [0.0, 0.0, 0.0], [0.1, 0.0, 0.0], [0.0, 0.0, 0.0], [0.0, 0.0, 0.0], [0.0, 0.0, 0.0], [0.0, 0.0, 0.0], [0.0, 0.0, 0.0], [-0.1, 0.0, 0.0], [0.0, 0.1, 0.1], [0.1, 0.0, 0.0], [-0.1, -0.1, 0.0], [0.1, 0.0, 0.0], [0.0, 0.2, 0.0], [0.6, -0.4, 0.2], [0.0, 0.0, 0.0], [0.1, 0.0, 0.0], [0.0, -0.1, -0.1], [0.0, 0.0, 0.0], [-0.1, 0.1, -1.1], [0.0, 0.1, 1.0], [0.0, 0.0, -0.1], [0.1, 0.0, 0.0], [0.0, 0.1, 0.0], [0.0, -0.1, 0.0], [0.0, 0.1, 0.0]]}